# 1
{"formula": "C47H58BO3PS", "method": "wB97M-V/def2-TZVPD", "smiles": "CC[PH](S)(CCO)CB(O)O.c1ccccc1.c1ccccc1.c1ccccc1.c1ccccc1.c1ccccc1.c1ccccc1.c1ccccc1", "homo_ev": -8.17, "orbital_gap_ev": 8.474, "energy_ev": -76624.2528, "elements": ["C", "C", "P", "S", "C", "C", "O", "C", "B", "O", "O", "H", "H", "H", "H", "H", "H", "H", "H", "H", "H", "H", "H", "H", "H", "H", "H", "C", "C", "C", "C", "C", "C", "H", "H", "H", "H", "H", "H", "C", "C", "C", "C", "C", "C", "H", "H", "H", "H", "H", "H", "C", "C", "C", "C", "C", "C", "H", "H", "H", "H", "H", "H", "C", "C", "C", "C", "C", "C", "H", "H", "H", "H", "H", "H", "C", "C", "C", "C", "C", "C", "H", "H", "H", "H", "H", "H", "C", "C", "C", "C", "C", "C", "H", "H", "H", "H", "H", "H", "C", "C", "C", "C", "C", "C", "H", "H", "H", "H", "H", "H"], "coordinates": [[-2.68292, -1.76277, 3.84911], [-3.56748, -2.66715, 2.99207], [-3.93356, -2.09648, 1.28124], [-1.74172, -2.79754, 0.80004], [-5.77421, -1.71342, 1.66918], [-6.13026, -0.73977, 2.78808], [-5.76260, 0.61863, 2.50586], [-3.61077, -0.46890, 0.53142], [-2.51867, 0.44253, 1.22161], [-1.32820, 0.65891, 0.59433], [-2.75102, 1.05380, 2.43784], [-3.23205, -0.90777, 4.23833], [-1.81390, -1.41456, 3.29588], [-2.30761, -2.33846, 4.69694], [-4.51489, -2.85894, 3.49681], [-3.07585, -3.63632, 2.87711], [-4.35948, -3.10099, 0.41462], [-1.37997, -2.08311, -0.26929], [-6.24459, -2.67916, 1.89321], [-6.24807, -1.35529, 0.74430], [-7.20898, -0.78272, 2.97696], [-5.64415, -0.99523, 3.73057], [-6.42074, 0.97924, 1.90265], [-3.29132, -0.67228, -0.49334], [-4.55797, 0.06519, 0.48929], [-0.85456, 1.36583, 1.04898], [-3.60112, 1.50384, 2.51053], [-1.64670, -7.36868, 5.45301], [-0.32453, -7.73504, 5.66195], [0.67021, -7.25278, 4.82221], [0.34350, -6.40546, 3.77269], [-0.97904, -6.04223, 3.56047], [-1.97322, -6.52316, 4.40152], [-2.42233, -7.74253, 6.10935], [-0.06903, -8.39702, 6.47955], [1.70162, -7.53762, 4.98661], [1.11791, -6.02620, 3.11856], [-1.23365, -5.38426, 2.73894], [-3.00570, -6.23984, 4.23666], [1.35004, 4.53794, -1.23995], [2.12674, 5.57992, -0.75375], [1.97849, 5.99956, 0.56134], [1.05363, 5.37797, 1.38827], [0.27427, 4.33829, 0.90026], [0.42353, 3.91727, -0.41394], [1.46726, 4.20622, -2.26417], [2.84752, 6.06455, -1.39998], [2.58495, 6.81188, 0.94142], [0.93804, 5.70408, 2.41387], [-0.45108, 3.86100, 1.54909], [-0.18271, 3.10513, -0.79708], [-0.37717, 9.23935, 6.32252], [0.43534, 9.05590, 5.21248], [0.64688, 7.77861, 4.71282], [0.04903, 6.68508, 5.32322], [-0.76081, 6.86848, 6.43535], [-0.97427, 8.14584, 6.93423], [-0.54543, 10.23551, 6.71118], [0.90351, 9.90801, 4.73675], [1.28142, 7.63691, 3.84688], [0.21428, 5.68778, 4.93461], [-1.22469, 6.01548, 6.91370], [-1.60618, 8.28924, 7.80131], [3.91105, 2.77617, -3.86726], [2.79156, 2.40027, -4.59684], [2.90853, 2.11468, -5.94958], [4.14446, 2.20889, -6.57354], [5.26308, 2.58919, -5.84519], [5.14730, 2.87264, -4.49108], [3.81961, 2.99473, -2.80989], [1.82662, 2.32823, -4.11044], [2.03629, 1.81876, -6.51794], [4.23618, 1.98399, -7.62843], [6.22646, 2.66597, -6.33358], [6.01952, 3.16831, -3.92212], [-10.17053, 1.10073, -0.09289], [-8.81852, 0.83203, 0.06622], [-7.89841, 1.29884, -0.86198], [-8.33078, 2.03894, -1.95367], [-9.68274, 2.30595, -2.11577], [-10.60188, 1.83736, -1.18659], [-10.88538, 0.73718, 0.63372], [-8.48452, 0.24564, 0.91546], [-6.84288, 1.08359, -0.74030], [-7.61501, 2.40474, -2.67829], [-10.02131, 2.87947, -2.96885], [-11.65582, 2.04699, -1.31539], [4.40048, -0.70465, -3.71204], [5.20986, -0.91176, -4.82113], [5.40301, -2.19718, -5.30798], [4.79014, -3.27768, -4.68705], [3.98386, -3.07117, -3.57665], [3.78991, -1.78519, -3.08987], [4.24479, 0.29680, -3.33743], [5.68832, -0.06968, -5.30228], [6.03301, -2.35818, -6.17469], [4.94388, -4.27986, -5.06713], [3.50747, -3.91246, -3.08960], [3.16000, -1.62539, -2.22366], [9.21425, -6.31797, -5.85930], [9.58035, -6.97020, -4.69021], [9.30310, -6.39386, -3.45814], [8.66163, -5.16472, -3.39497], [8.29933, -4.50978, -4.56393], [8.57491, -5.08746, -5.79552], [9.42712, -6.76895, -6.82020], [10.08165, -7.92843, -4.73919], [9.58667, -6.90401, -2.54638], [8.44139, -4.71609, -2.43472], [7.79902, -3.55156, -4.51392], [8.29069, -4.57788, -6.70794]], "mulliken_charge": [-1.21, -0.72, 0.50, -0.42, -1.09, -0.70, -0.51, -0.48, 0.62, -0.53, -0.47, 0.28, 0.20, 0.44, 0.60, 0.39, 0.11, 0.09, 0.53, 0.45, 0.35, 0.34, 0.29, 0.54, -0.19, 0.24, 0.29, -0.31, -0.42, -0.28, -0.56, -0.08, -0.47, 0.36, 0.35, 0.36, 0.37, 0.36, 0.35, -0.30, -0.55, -0.46, 0.13, -0.54, -0.40, 0.44, 0.39, 0.36, 0.03, 0.46, 0.42, -0.30, -0.51, -0.06, -0.43, -0.39, -0.40, 0.35, 0.35, 0.35, 0.34, 0.35, 0.35, -0.59, -0.24, -0.49, -0.32, -0.56, -0.25, 0.53, 0.40, 0.38, 0.37, 0.39, 0.36, -0.62, 0.03, -0.04, -0.58, -0.40, -0.36, 0.37, 0.24, 0.28, 0.38, 0.36, 0.36, -0.16, -0.13, -0.73, -0.30, -0.47, -0.62, 0.37, 0.40, 0.42, 0.41, 0.40, 0.42, -0.35, -0.41, -0.32, -0.58, -0.16, -0.44, 0.36, 0.35, 0.36, 0.37, 0.48, 0.34]}

# 2
{"formula": "C12H12N2O", "method": "wB97M-V/def2-TZVPD", "homo_ev": [-7.11, -7.11], "orbital_gap_ev": [6.990, 6.991], "de_lowest_kcal_mol": 140.08, "energy_ev": -17660.0295, "elements": ["C", "C", "C", "C", "C", "C", "C", "C", "C", "C", "C", "C", "N", "N", "O", "H", "H", "H", "H", "H", "H", "H", "H", "H", "H", "H", "H"], "coordinates": [[0.36263, -2.46714, -1.39586], [-0.60781, -1.93679, -2.29107], [-0.61603, -0.87179, 2.03027], [0.88988, -1.83084, -0.26759], [-0.72917, -0.21092, 0.72359], [0.01372, -0.17399, 2.99951], [0.52060, -0.35568, -0.26139], [-0.97215, 1.27256, 0.89623], [-0.87156, -0.60155, -2.34270], [0.95614, 2.49058, -2.19896], [0.54192, 1.34528, -1.78829], [0.36933, 1.21291, 2.87400], [0.06040, 0.23359, -1.52978], [-0.41031, 1.91472, 1.87018], [-1.63632, 0.08493, -3.02670], [0.76806, -3.47674, -1.57878], [-0.95875, -2.48662, -3.16910], [-1.09350, -1.87941, 2.04496], [1.61768, -2.10775, 0.30503], [-1.68757, -0.70383, 0.22635], [0.25845, -0.72870, 3.96855], [1.35647, 0.32137, 0.03648], [-1.54007, 1.84117, 0.16996], [0.45088, 3.41099, -1.86753], [1.61339, 2.51063, -3.02128], [-0.08887, 1.89860, 3.74122], [1.43255, 1.29445, 2.85272]], "mulliken_charge": [-0.11, -0.86, -0.72, -1.61, 0.32, -0.30, 0.38, -0.49, 0.40, -1.22, 0.89, -0.57, 0.26, -0.56, -0.70, 0.39, 0.36, 0.39, 0.70, 0.43, 0.32, 0.51, 0.56, 0.27, 0.30, 0.32, 0.31]}

# 3
{"formula": "C5H4O2", "method": "wB97M-V/def2-TZVPD", "smiles": "O=Cc1ccoc1", "homo_ev": -9.52, "orbital_gap_ev": 9.893, "de_lowest_kcal_mol": 22.04, "energy_ev": -9343.2262, "elements": ["O", "C", "C", "C", "C", "O", "C", "H", "H", "H", "H"], "coordinates": [[2.11657, 0.29496, -1.44903], [1.66490, -0.25021, -0.44937], [0.38814, -0.08048, 0.06528], [-0.27495, -0.73390, 1.18552], [-1.56196, -0.32283, 1.17104], [-1.76241, 0.47753, 0.08242], [-0.62192, 0.59861, -0.53961], [2.47011, -0.73240, 0.15047], [0.13169, -1.44689, 1.85122], [-2.35816, -0.35218, 1.83731], [-0.64214, 1.08427, -1.50323]], "mulliken_charge": [-0.51, -0.18, 0.69, -0.62, -0.31, -0.30, -0.34, 0.30, 0.40, 0.45, 0.42]}

# 4
{"formula": "C31H88N4O27P2S5Zr", "method": "wB97M-V/def2-TZVPD", "charge": 2, "homo_ev": -12.44, "orbital_gap_ev": 7.494, "energy_ev": -168838.2483, "elements": ["Zr", "C", "C", "C", "O", "C", "N", "H", "H", "H", "H", "H", "H", "H", "H", "H", "H", "H", "H", "C", "C", "C", "O", "C", "N", "H", "H", "H", "H", "H", "H", "H", "H", "H", "H", "H", "H", "C", "C", "C", "O", "C", "N", "H", "H", "H", "H", "H", "H", "H", "H", "H", "H", "H", "H", "C", "C", "C", "O", "C", "N", "H", "H", "H", "H", "H", "H", "H", "H", "H", "H", "H", "H", "P", "O", "O", "O", "O", "P", "O", "O", "O", "O", "O", "S", "O", "O", "C", "C", "C", "H", "H", "H", "H", "H", "H", "H", "H", "O", "S", "O", "O", "C", "C", "C", "H", "H", "H", "H", "H", "H", "H", "H", "O", "S", "O", "O", "C", "C", "C", "H", "H", "H", "H", "H", "H", "H", "H", "O", "S", "O", "O", "C", "C", "C", "H", "H", "H", "H", "H", "H", "H", "H", "O", "S", "O", "O", "C", "C", "C", "H", "H", "H", "H", "H", "H", "H", "H"], "coordinates": [[-0.55419, -1.14901, 0.23103], [-4.61983, -3.62004, -5.20178], [-3.50042, -2.60686, -4.77161], [-3.39528, -1.32655, -5.63101], [-2.68092, -0.26809, -4.98830], [-3.02841, 1.10406, -5.55294], [-3.80083, -2.24302, -3.33499], [-3.04220, -1.80122, -2.83559], [-4.59207, -1.61535, -3.34274], [-4.10172, -3.05774, -2.81944], [-4.82784, -4.46914, -4.55073], [-4.46255, -3.76216, -6.27097], [-5.59164, -3.13033, -5.13966], [-2.57285, -3.16976, -4.66739], [-4.33564, -0.85452, -5.91566], [-2.92029, -1.51875, -6.59306], [-2.45831, 1.84505, -4.99255], [-4.09513, 1.32238, -5.50247], [-2.73332, 1.19729, -6.59808], [-3.64735, 1.14010, -1.85171], [-4.11920, 1.18305, -0.34683], [-5.31983, 2.16148, -0.20990], [-5.83106, 2.12972, 1.13006], [-7.01334, 2.95658, 1.21382], [-4.45285, -0.25054, 0.20459], [-3.68399, -0.90386, 0.15834], [-4.93020, -0.13740, 1.08745], [-5.16365, -0.67286, -0.37550], [-2.80386, 0.48806, -2.07859], [-3.45539, 2.12191, -2.28450], [-4.56712, 0.95088, -2.40516], [-3.29956, 1.61040, 0.23080], [-6.13826, 1.94459, -0.89636], [-4.95387, 3.18405, -0.30217], [-7.76774, 2.71284, 0.46578], [-6.84843, 4.01509, 1.41497], [-7.50304, 2.48044, 2.06329], [1.28153, 2.22578, 4.24399], [1.20914, 3.80218, 4.22096], [2.17688, 4.66889, 5.06016], [3.47277, 4.23330, 4.67216], [4.10160, 3.40921, 5.68444], [1.33492, 4.22105, 2.72640], [0.71021, 3.76848, 2.07447], [1.05568, 5.17568, 2.55087], [2.17512, 3.88517, 2.27768], [0.55541, 1.80818, 3.54652], [1.02499, 1.79859, 5.21342], [2.25358, 1.83595, 3.94190], [0.16704, 4.12059, 4.24817], [1.92336, 4.61656, 6.11898], [1.88880, 5.68910, 4.80662], [5.00975, 2.95175, 5.29189], [3.53317, 2.48845, 5.81554], [4.28591, 3.80041, 6.68499], [-0.96487, 3.85163, -2.22621], [-0.25742, 5.15751, -1.84847], [-0.89210, 6.37630, -2.40752], [-2.17706, 6.63317, -1.89174], [-2.70375, 7.93702, -1.76498], [-0.26616, 5.14728, -0.29921], [-1.16130, 5.46240, 0.04649], [-0.22508, 4.21446, 0.08583], [0.41271, 5.80257, 0.06112], [-1.85846, 3.77920, -1.60625], [-0.30290, 3.00584, -2.04038], [-1.19018, 3.70809, -3.28296], [0.80596, 5.05422, -2.06446], [-0.97657, 6.43775, -3.49250], [-0.33062, 7.22232, -2.01118], [-2.24915, 8.52676, -0.96896], [-3.78676, 7.93425, -1.64171], [-2.37116, 8.41553, -2.68612], [-0.28172, 1.30788, 0.71383], [-0.51457, 0.65560, -0.65436], [-1.39322, 0.42718, 1.26295], [-0.05521, 2.79726, 1.01360], [0.81749, 0.26245, 0.98573], [-2.12579, -2.99259, -0.56189], [-2.37755, -1.97626, 0.55953], [-0.69156, -3.17028, -0.05767], [-1.64134, -1.83822, -1.45316], [-3.13525, -4.01909, -1.07768], [-0.59065, -1.78910, 2.38335], [-0.79133, -2.54936, 3.64396], [0.23584, -3.38535, 4.24721], [-1.27870, -1.43465, 4.73336], [-2.48208, -0.75139, 4.49210], [-2.32143, 0.67069, 5.05072], [-2.35879, -3.48980, 3.32619], [-3.29860, -1.29308, 4.96956], [-2.74861, -0.64561, 3.44049], [-2.97843, 1.07528, 5.82062], [-2.19392, 1.33138, 4.19321], [-1.34593, 0.85717, 5.49986], [-3.06731, -2.74107, 2.97194], [-2.73640, -4.04754, 4.18319], [-2.13570, -4.13052, 2.47308], [1.49704, -8.18697, 0.85411], [1.25994, -7.08137, 1.79494], [-0.05964, -7.10464, 2.43412], [2.50133, -7.14389, 2.98656], [2.29463, -6.42045, 4.20652], [3.55154, -6.62537, 5.00972], [1.77777, -5.55165, 1.12720], [1.33855, -6.80270, 4.56414], [2.03056, -5.39631, 3.94288], [3.27603, -6.54602, 6.06133], [4.28203, -5.92851, 4.59878], [3.90218, -7.62213, 4.74210], [2.64353, -5.95187, 0.59958], [2.05045, -4.81316, 1.88111], [0.92650, -5.18591, 0.55303], [1.04485, -1.37665, -1.38559], [1.68090, -1.23668, -2.69572], [2.91201, -0.45532, -2.84345], [1.78984, -2.62794, -3.59181], [0.71488, -3.56307, -3.60003], [0.83224, -4.50765, -2.33124], [0.45567, -0.38513, -3.75259], [0.58055, -4.02782, -4.57680], [-0.24228, -3.08506, -3.39160], [-0.13214, -4.70346, -1.86248], [1.52663, -4.13489, -1.57826], [1.24846, -5.48154, -2.58895], [0.40479, 0.69048, -3.58357], [-0.53021, -0.84324, -3.67340], [0.76048, -0.61829, -4.77280], [3.76820, 2.77714, 1.41642], [4.14102, 3.13821, 0.02131], [4.68919, 4.45439, -0.43347], [5.05297, 2.00276, -0.65789], [5.68537, 2.33521, -1.90499], [6.15398, 1.03946, -2.59481], [2.60727, 2.66568, -0.86389], [6.51538, 3.02463, -2.05953], [4.90241, 2.59847, -2.61617], [5.51228, 0.23972, -2.22503], [7.19528, 0.85613, -2.32986], [6.13073, 0.96863, -3.68225], [2.60072, 1.57570, -0.86388], [2.73096, 2.95468, -1.90758], [1.73074, 3.10275, -0.38560], [1.65112, -2.32904, 0.94149], [3.06006, -2.33965, 1.22552], [3.63200, -3.01087, 2.36361], [3.80886, -2.91870, -0.16283], [5.12221, -3.28311, -0.08283], [5.61298, -3.78181, -1.47495], [3.80993, -0.68809, 1.00986], [5.31484, -3.92992, 0.77310], [5.68037, -2.35586, 0.04664], [4.92926, -4.35667, -2.09958], [6.56345, -4.31508, -1.49297], [5.77013, -2.81618, -1.95555], [3.65775, -0.46080, -0.04526], [4.89600, -0.69030, 1.10220], [3.39313, -0.02783, 1.77040]], "mulliken_charge": [-2.11, -1.40, 0.38, -0.81, -0.06, -0.57, 0.12, -0.84, 0.45, 0.59, 0.42, 0.37, 0.43, 0.06, 0.48, 0.43, -0.12, 0.41, 0.35, -1.52, 1.15, -0.93, -0.28, -0.83, 0.41, -0.34, 0.54, 0.48, 0.09, 0.42, 0.52, -0.60, 0.53, 0.40, 0.35, 0.28, 0.29, -0.88, 0.30, -0.79, -0.30, -0.84, 0.42, -0.05, 0.48, 0.23, -0.15, 0.45, 0.34, 0.41, 0.44, 0.44, 0.34, 0.29, 0.34, -0.88, 0.45, -1.05, -0.32, -0.79, 0.22, 0.51, -0.36, 0.52, 0.20, -0.23, 0.69, 0.41, 0.42, 0.53, 0.32, 0.24, 0.34, 0.38, 0.69, -0.65, -2.08, 1.04, 0.34, -1.66, 0.38, 2.06, -1.15, -0.71, 0.82, -0.66, -0.48, 0.98, -1.40, -0.58, 0.53, -0.67, 0.39, 0.20, 0.28, 0.06, 0.51, 0.18, -0.66, 1.25, -0.64, -0.38, 0.20, -1.21, 0.29, 0.41, -0.05, 0.36, 0.27, 0.32, 0.21, -0.23, -0.27, 0.36, 0.92, -0.60, -0.47, 0.56, -0.82, -0.50, 0.62, -0.85, 0.15, -0.11, 0.61, 0.18, -0.47, 0.61, -0.57, 0.92, -0.69, -0.05, -0.13, -1.00, 1.06, 0.30, 0.19, 0.04, 0.37, 0.39, -0.42, 0.44, -0.89, 1.41, 0.31, -0.73, 0.04, -0.28, -1.17, -0.97, 0.36, 0.20, 0.28, 0.35, 0.23, 0.07, 0.68, 0.13]}